Record 1
The following is a DFT calculation (the ωB97M-V functional and the def2-TZVPD basis) of a molecular structure, C45H54N3P2PdSSb in a non-equilibrium geometry.

Last column: Löwdin charge in e.
Geometry (Å):
Pd -0.11932 -0.47494 -0.36879  0.134
C -0.65105 1.73859 2.64330  -0.236
N -1.76978 2.26399 1.92364  -0.185
C -2.65314 1.27379 1.41514  -0.278
P -2.19236 0.64357 -0.31222  0.981
C -3.75428 0.01177 -0.95451  -0.396
C -4.61966 -0.72501 -0.14544  -0.109
C -5.73390 -1.32589 -0.69992  -0.063
C -5.98229 -1.21421 -2.05970  -0.047
C -5.11554 -0.49315 -2.86740  -0.049
C -3.99863 0.10815 -2.32315  -0.107
C -1.84478 2.13535 -1.26923  -0.373
C -2.81758 3.11026 -1.47702  -0.088
C -2.49974 4.25302 -2.18568  -0.043
C -1.22259 4.42220 -2.69956  -0.043
C -0.26679 3.43081 -2.53847  -0.063
C -0.57349 2.28758 -1.82223  -0.120
C -1.99509 3.62313 1.75367  -0.216
C -0.98496 4.57132 1.98125  -0.031
C -1.20947 5.91643 1.77377  -0.068
C -2.44404 6.37136 1.33729  -0.077
C -3.47000 5.45592 1.15841  -0.076
C -3.25733 4.10992 1.37271  -0.053
P 0.63203 0.73160 1.63797  1.069
C 2.09466 1.77288 1.92535  -0.385
C 2.09631 3.02444 1.30837  -0.126
C 3.15541 3.88882 1.50817  -0.054
C 4.23187 3.49074 2.28749  -0.050
C 4.25329 2.22841 2.85586  -0.053
C 3.19294 1.35891 2.67070  -0.089
C 0.75530 -0.65822 2.80794  -0.382
C 0.98404 -0.46253 4.16970  -0.091
C 0.97735 -1.54779 5.02638  -0.042
C 0.74370 -2.82500 4.53755  -0.051
C 0.50517 -3.02830 3.18853  -0.076
C 0.50905 -1.94343 2.33103  -0.143
H -1.03427 1.05414 3.41364  0.101
H -0.10515 2.53447 3.14660  0.097
H -3.68069 1.62361 1.32328  0.085
H -2.63911 0.40808 2.08748  0.094
H -4.43086 -0.81415 0.91662  0.099
H -6.40492 -1.89220 -0.07220  0.113
H -6.85427 -1.68337 -2.48748  0.117
H -5.30235 -0.41259 -3.92513  0.117
H -3.30753 0.65582 -2.94651  0.110
H -3.81964 2.96317 -1.10363  0.115
H -3.24951 5.01192 -2.34448  0.119
H -0.97630 5.32172 -3.24202  0.117
H 0.71393 3.54933 -2.97519  0.112
H 0.17299 1.48282 -1.71789  0.048
H -0.00373 4.28125 2.31440  0.078
H -0.40534 6.61208 1.95550  0.111
H -2.60844 7.42075 1.15688  0.107
H -4.45181 5.79339 0.86129  0.114
H -4.10699 3.45315 1.27391  0.099
H 1.26748 3.30799 0.66896  0.102
H 3.15326 4.86318 1.04610  0.117
H 5.06100 4.16078 2.44360  0.116
H 5.09660 1.91184 3.44919  0.116
H 3.22178 0.37469 3.11727  0.105
H 1.16117 0.53331 4.55274  0.119
H 1.14555 -1.39733 6.08067  0.119
H 0.73077 -3.66269 5.21399  0.116
H 0.31835 -4.02457 2.80849  0.108
H 0.31570 -2.09858 1.26156  0.025
C 1.89641 -0.70898 -4.47701  -0.139
C 2.25613 -1.96959 -3.71155  -0.522
C 3.68563 -2.40646 -3.93695  -0.120
Sb 1.83261 -1.70926 -1.53915  1.486
C 3.47583 -0.56012 -0.49289  -0.532
C 3.40738 0.86701 -1.01073  -0.157
C 4.87133 -1.13015 -0.58561  -0.122
C 1.73630 -3.80683 -0.73573  -0.532
C 1.54519 -4.81021 -1.85668  -0.142
C 2.96800 -4.09177 0.10177  -0.141
H 1.97376 -0.91917 -5.54386  0.092
H 2.57682 0.11363 -4.25248  0.076
H 0.86705 -0.39804 -4.27327  0.064
H 1.56744 -2.77337 -3.98106  0.079
H 4.39284 -1.62556 -3.67036  0.072
H 3.82004 -2.63100 -4.99452  0.097
H 3.93653 -3.30138 -3.37300  0.067
H 3.12788 -0.58991 0.54977  0.052
H 3.80966 0.93166 -2.02200  0.079
H 4.00561 1.51954 -0.37389  0.083
H 2.37650 1.24709 -1.01035  0.028
H 5.30251 -0.99797 -1.57442  0.073
H 4.90717 -2.18541 -0.33475  0.052
H 5.50250 -0.59276 0.12317  0.090
H 0.84869 -3.82160 -0.08982  0.049
H 2.41968 -4.84584 -2.50286  0.072
H 0.66809 -4.58175 -2.46387  0.051
H 1.40760 -5.80390 -1.43004  0.090
H 3.86304 -4.07843 -0.51672  0.071
H 2.89729 -5.08019 0.55369  0.089
H 3.07553 -3.36073 0.90506  0.068
S -1.29946 -2.14680 -2.16422  0.729
C -1.78692 -3.29866 -1.04739  -0.772
N -2.06532 -2.89735 0.24817  0.076
C -2.54687 -3.77223 1.15917  -0.038
C -2.73899 -5.07540 0.80224  0.007
C -2.37859 -5.43534 -0.51995  -0.051
N -1.91660 -4.57642 -1.38692  0.096
H -1.87365 -1.90715 0.47685  0.068
H -2.74634 -3.39360 2.15268  0.144
H -3.13255 -5.79814 1.49569  0.121
H -2.46881 -6.45403 -0.86477  0.133

Summary:
HOMO level: -12.0 eV
Relative energy (zero: lowest compared OMol25 entry of this formula, charge and spin): 0.456 eV
Orbital gap: 5.27 eV
Charge: +2

---

Record 2
The following is a DFT calculation (the ωB97M-V functional and the def2-TZVPD basis) of a molecular structure, C45H55BCoN9O.

Last column: Löwdin charge in e.
Geometry (Å):
Co 0.22256 -0.13184 -0.10651  0.705
N 0.77158 3.90147 -0.70335  0.147
C 0.31430 4.15498 0.56214  -0.029
C 0.00701 2.94218 1.10175  -0.080
N 0.27149 1.96034 0.19067  0.063
C 0.72970 2.56729 -0.89576  -0.251
C 1.11020 1.78342 -2.04441  -0.257
N 1.09837 0.46017 -1.97652  0.052
C 1.52916 0.00479 -3.19340  -0.081
C 1.79359 1.06551 -4.00615  -0.027
N 1.52094 2.18537 -3.26486  0.147
H 1.06209 4.61162 -1.35520  0.174
H 0.25755 5.14617 0.97521  0.133
H -0.37406 2.72581 2.08011  0.101
H 1.64726 -1.04314 -3.40516  0.100
H 2.12601 1.11553 -5.02769  0.133
H 1.62748 3.13224 -3.59006  0.174
C 0.47197 -4.27166 -8.76453  -0.046
C -0.39050 -3.67624 -7.69075  -0.277
C -1.29265 -2.65407 -7.96945  -0.025
C -2.04199 -2.04384 -6.97678  -0.003
C -1.92020 -2.47517 -5.65754  -0.218
N -2.60742 -1.87712 -4.57247  0.139
C -3.68418 -1.03439 -4.65448  -0.497
O -4.24267 -0.69815 -5.66840  0.109
N -4.18973 -0.57982 -3.42178  0.142
C -3.64740 -0.43431 -2.15886  -0.201
C -4.51826 -0.27422 -1.07189  0.030
C -4.00967 -0.06545 0.19175  -0.022
C -2.63658 -0.01554 0.36287  -0.127
N -1.79520 -0.16428 -0.66015  -0.023
C -2.27869 -0.35721 -1.89209  -0.056
C -1.05956 -3.53569 -5.37256  -0.041
C -0.29793 -4.11281 -6.37135  -0.044
H 0.04606 -4.10491 -9.75188  0.081
H 0.61487 -5.34065 -8.61115  0.082
H 1.45958 -3.80403 -8.74622  0.086
H -1.41240 -2.32489 -8.99409  0.120
H -2.72722 -1.25130 -7.22424  0.103
H -2.40995 -2.28030 -3.67221  0.117
H -5.12848 -0.22848 -3.53634  0.156
H -5.58788 -0.31449 -1.23556  0.133
H -4.66832 0.06240 1.03869  0.122
H -2.19272 0.15233 1.33806  0.099
H -1.55402 -0.40191 -2.69483  0.112
H -1.01359 -3.92977 -4.36450  0.090
H 0.37574 -4.92673 -6.13032  0.115
C -1.18695 0.86825 4.49010  -0.048
C 0.14698 0.12518 4.37451  -0.364
C 0.57503 -0.38903 5.75655  -0.032
C 1.27179 0.97970 3.80527  -0.139
C 1.48001 2.26313 4.29467  -0.030
C 2.54139 3.02685 3.84525  -0.045
C 3.43860 2.49216 2.93707  -0.017
C 3.30091 1.19702 2.44341  -0.118
C 4.37429 0.71167 1.47593  -0.344
C 3.85464 0.70833 0.03690  -0.047
C 5.03747 -0.62825 1.81886  -0.048
C 2.17669 0.46996 2.86323  -0.123
N 1.92102 -0.87058 2.41521  0.057
B 0.97477 -1.37655 1.39027  -0.302
N 1.02582 -2.84747 1.64031  0.069
C 1.90983 -3.09154 2.61845  0.023
C 2.45064 -1.89814 3.08989  0.018
C 0.14080 -3.91930 1.27055  -0.093
C 0.14053 -4.47720 -0.01652  -0.123
C -0.75220 -5.50816 -0.28847  -0.024
C -1.59162 -6.02046 0.68120  -0.033
C -1.55162 -5.49218 1.95630  -0.018
C -0.70403 -4.44078 2.27967  -0.116
C -0.78151 -3.89993 3.69943  -0.376
C -0.28433 -4.93976 4.71624  -0.041
C -2.20963 -3.47341 4.05927  -0.049
C 1.02891 -4.06600 -1.18384  -0.338
C 2.46466 -3.65385 -0.84436  -0.041
C 0.31500 -2.97344 -1.97453  -0.062
H -1.95372 0.18812 4.86192  0.086
H -1.52125 1.25322 3.52468  0.060
H -1.12242 1.69922 5.19135  0.082
H -0.01648 -0.73429 3.71794  0.102
H 0.67033 0.44617 6.45117  0.094
H 1.53972 -0.89752 5.70996  0.078
H -0.16569 -1.08241 6.15700  0.083
H 0.81285 2.67049 5.04284  0.120
H 2.68258 4.03237 4.21964  0.118
H 4.28882 3.08358 2.61978  0.122
H 5.16969 1.45725 1.53267  0.131
H 2.90163 0.17968 -0.02555  0.031
H 4.56426 0.21480 -0.62839  0.093
H 3.69920 1.73045 -0.31402  0.084
H 4.45153 -1.48237 1.47935  0.065
H 5.21809 -0.71501 2.89123  0.088
H 6.00430 -0.68697 1.31952  0.092
H 2.14914 -4.09236 2.94287  0.160
H 3.14923 -1.76593 3.90139  0.158
H -0.75880 -5.93820 -1.28285  0.124
H -2.25291 -6.84395 0.44856  0.120
H -2.18730 -5.91476 2.72275  0.120
H -0.15287 -3.01432 3.80235  0.098
H -0.99896 -5.75804 4.80140  0.088
H -0.18145 -4.47743 5.69857  0.087
H 0.67989 -5.36531 4.43405  0.078
H -2.88536 -4.32746 4.05945  0.080
H -2.59493 -2.73305 3.35576  0.080
H -2.21893 -3.04182 5.06106  0.083
H 1.10055 -4.95084 -1.82030  0.138
H 2.51204 -2.62945 -0.47059  0.053
H 3.08227 -3.70552 -1.74176  0.092
H 2.89432 -4.32302 -0.09833  0.092
H 0.34916 -2.04759 -1.40265  0.016
H -0.73349 -3.23546 -2.12615  0.078
H 0.78669 -2.80628 -2.94282  0.073

Summary:
Multiplicity: 5
HOMO level (alpha / beta): -12.0 / -12.0 eV
Orbital gap (alpha / beta): 7.11 / 4.51 eV
Charge: +2